{
  "formula": "C3H7N3O",
  "method": "wB97M-V/def2-TZVPD",
  "species": ["O", "N", "N", "N", "C", "C", "C", "H", "H", "H", "H", "H", "H", "H"],
  "xyz": [[-1.9050, -0.9095, 0.5471], [1.8043, -0.4781, -0.8309], [-2.3212, 1.1884, 0.2525], [0.5301, -2.2737, 0.2353], [1.1854, -1.3249, -0.2341], [1.8832, 0.9459, -0.5721], [-1.3566, 0.2651, 0.2497], [1.0225, -2.8454, 0.9126], [-1.1793, -1.5711, 0.5009], [-3.2951, 0.9647, 0.4396], [2.1917, 1.4540, -1.4880], [0.8986, 1.2968, -0.2441], [-2.0889, 2.1411, 0.0285], [2.6302, 1.1468, 0.2030]],
  "nbo_charge": [-0.721, -0.468, -0.818, -0.821, 0.688, -0.428, 0.249, 0.397, 0.522, 0.378, 0.202, 0.228, 0.393, 0.200],
  "de_lowest_kj_mol": 247.4,
  "total_energy_ha": -357.9556,
  "orbital_gap_ev": 9.67,
  "lumo_energy_ev": 1.0313,
  "spin_multiplicity": 1,
  "molar_mass_g_mol": 101.11,
  "homo_energy_ha": -0.3175
}